1.
DFT (wB97M-V/def2-TZVPD) results for the molecule C6H7N3O.

Its SMILES is NC(=O)Nc1ccccn1.

```
! wB97M-V def2-TZVPD RIJCOSX def2/J DEFGRID3
* xyz 0 1
N -2.211 1.176 0.465
C -2.255 -0.072 -0.081
O -3.245 -0.627 -0.428
N -0.982 -0.805 0.051
C 0.219 -0.313 0.044
C 1.306 -1.325 0.196
C 2.602 -0.926 0.045
C 2.916 0.469 -0.126
C 1.847 1.262 -0.194
N 0.501 0.940 -0.100
H -1.265 1.751 0.389
H -2.858 1.840 0.271
H -1.170 -1.651 0.468
H 0.920 -2.327 0.441
H 3.348 -1.630 -0.008
H 4.138 0.945 -0.058
H 1.892 2.330 -0.296
*
```

---

2.
DFT (wB97M-V/def2-TZVPD) results for a cluster of 3 separate species, C3H12NO2 in total.

```
! wB97M-V def2-TZVPD RIJCOSX def2/J DEFGRID3
* xyz 1 1
C -1.027 -0.725 1.546
C -1.513 -0.215 0.223
C -1.995 -0.956 -0.755
N -1.190 1.213 -0.042
H 0.062 -0.598 1.588
H -1.453 -0.338 2.466
H -1.187 -1.802 1.513
H -2.234 -0.661 -1.769
H -1.929 -2.031 -0.637
H -1.229 1.622 0.896
H -1.805 1.767 -0.630
H -0.205 1.305 -0.380
H 2.039 0.703 -0.744
H 1.445 1.118 -2.173
O 1.296 1.106 -1.226
H 3.889 0.193 0.354
H 3.750 -1.268 -0.170
O 3.285 -0.432 -0.060
*
```

---

3.
DFT (wB97M-V/def2-TZVPD) results for the molecule C8H16BrI3N5P.

```
! wB97M-V def2-TZVPD RIJCOSX def2/J DEFGRID3
* xyz 0 1
C 1.015 -1.244 2.612
C 1.222 -1.604 1.094
C 1.766 -0.378 0.363
I 3.026 -1.197 -1.297
N 0.962 0.672 -0.217
N 1.742 1.699 -0.693
C 1.017 2.639 -1.258
P 1.727 4.163 -2.029
N 3.089 3.752 -2.713
N -0.285 2.346 -1.197
C -0.286 1.143 -0.527
N -1.433 0.568 -0.243
C -1.842 -0.621 0.457
I -3.948 -0.199 1.218
C -2.102 -1.850 -0.455
C -2.187 -3.169 0.385
I -0.786 -1.987 -2.163
H 1.972 -1.195 3.153
H 0.479 -2.111 3.044
H 0.389 -0.349 2.745
H 2.037 -2.348 1.118
H 0.369 -2.130 0.659
H 2.540 0.078 1.001
H 2.753 1.794 -0.655
H 1.956 5.129 -1.017
H 0.852 4.696 -3.003
H 3.860 4.264 -2.285
H -2.221 1.109 -0.610
H -1.326 -0.858 1.391
H -3.118 -1.715 -0.867
H -1.835 -3.036 1.420
H -3.250 -3.461 0.454
H -1.681 -3.997 -0.136
Br -6.476 -0.605 0.251
*
```

---

4.
DFT (wB97M-V/def2-TZVPD) results for a cluster of 6 separate species, C46H72BrF6NO21 in total.

Its SMILES is CCCOC[C@@]1(COc2ccccc2)C(=O)NC(CCC)(CCC)[C@]1(Br)C(=O)C(F)(F)C(F)(F)C(F)(F)C(=O)O.CCOC(=O)OC.CCOC(=O)OC.CCOC(=O)OC.CCOC(=O)OC.CCOC(=O)OC.

```
! wB97M-V def2-TZVPD RIJCOSX def2/J DEFGRID3
* xyz 0 1
C -0.557 3.711 -5.163
C -0.865 4.718 -4.054
C -1.418 4.070 -2.772
O -0.712 4.443 -1.602
C 0.572 3.864 -1.531
C 0.912 3.515 -0.036
C 1.441 4.771 0.662
O 0.976 5.936 0.014
C 0.328 6.854 0.801
C 0.911 7.371 1.959
C 0.230 8.333 2.707
C -1.019 8.791 2.291
C -1.592 8.272 1.127
C -0.920 7.305 0.382
C -0.450 3.027 0.453
O -1.219 3.574 1.187
N -0.623 1.789 -0.149
C 0.675 1.036 -0.220
C 0.723 0.316 -1.575
C 1.781 -0.811 -1.740
C 2.609 -0.709 -3.020
C 0.580 -0.006 0.928
C -0.408 -1.148 0.628
C -0.796 -1.890 1.914
C 1.749 2.211 0.020
Br 3.154 2.412 -1.383
C 2.684 1.802 1.209
O 3.382 0.848 1.070
C 2.854 2.506 2.611
F 3.910 1.922 3.208
F 3.156 3.827 2.468
C 1.666 2.363 3.589
F 1.620 1.060 3.960
F 0.510 2.670 2.966
C 1.755 3.213 4.890
F 2.913 2.958 5.528
F 0.733 2.780 5.668
C 1.552 4.733 4.679
O 0.473 5.182 4.496
O 2.699 5.427 4.772
H 0.065 2.890 -4.800
H -0.007 4.197 -5.973
H -1.481 3.327 -5.597
H -1.610 5.425 -4.431
H 0.010 5.317 -3.795
H -2.442 4.408 -2.597
H -1.450 2.976 -2.860
H 0.569 2.946 -2.121
H 1.332 4.526 -1.948
H 1.130 4.769 1.711
H 2.535 4.762 0.633
H 1.898 7.032 2.255
H 0.696 8.730 3.601
H -1.543 9.546 2.864
H -2.562 8.612 0.787
H -1.352 6.883 -0.516
H -1.358 1.300 0.352
H -0.274 -0.094 -1.740
H 0.885 1.028 -2.388
H 2.425 -0.874 -0.862
H 1.226 -1.748 -1.830
H 3.138 -1.655 -3.170
H 1.945 -0.586 -3.880
H 3.370 0.069 -3.003
H 1.535 -0.455 1.179
H 0.207 0.509 1.817
H 0.071 -1.862 -0.041
H -1.316 -0.751 0.166
H -1.254 -2.846 1.654
H 0.092 -2.073 2.523
H -1.509 -1.310 2.503
H 2.647 6.179 4.163
C 2.351 -5.174 -7.656
C 1.365 -5.060 -6.514
O 1.094 -3.689 -6.175
C 0.240 -3.062 -6.982
O -0.320 -3.540 -7.934
O 0.079 -1.819 -6.530
C -0.770 -0.995 -7.337
H 3.262 -4.621 -7.427
H 2.609 -6.220 -7.822
H 1.929 -4.773 -8.576
H 1.777 -5.492 -5.604
H 0.429 -5.570 -6.740
H -1.722 -1.486 -7.524
H -0.281 -0.762 -8.281
H -0.929 -0.085 -6.767
C -3.102 -3.574 -5.114
C -4.544 -3.482 -4.672
O -4.661 -2.751 -3.438
C -4.580 -1.428 -3.547
O -4.451 -0.801 -4.567
O -4.667 -0.905 -2.322
C -4.542 0.519 -2.276
H -2.489 -3.989 -4.311
H -3.011 -4.212 -5.993
H -2.700 -2.591 -5.360
H -4.934 -4.477 -4.462
H -5.172 -3.026 -5.436
H -5.247 0.993 -2.956
H -3.526 0.819 -2.532
H -4.764 0.805 -1.252
C 5.018 4.196 7.767
C 3.883 5.034 8.310
O 4.318 5.914 9.361
C 4.941 7.018 8.957
O 5.136 7.351 7.816
O 5.307 7.707 10.039
C 6.030 8.908 9.758
H 5.513 3.652 8.572
H 4.637 3.478 7.044
H 5.761 4.820 7.272
H 3.126 4.404 8.772
H 3.407 5.617 7.522
H 5.482 9.535 9.059
H 7.012 8.672 9.349
H 6.140 9.419 10.710
C 1.340 -6.249 4.837
C 1.510 -6.375 3.339
O 0.770 -7.487 2.807
C -0.536 -7.277 2.648
O -1.123 -6.251 2.879
O -1.082 -8.396 2.177
C -2.500 -8.332 1.984
H 1.600 -7.187 5.328
H 1.989 -5.462 5.221
H 0.311 -6.003 5.093
H 2.547 -6.589 3.084
H 1.214 -5.462 2.824
H -2.770 -7.477 1.368
H -3.009 -8.270 2.945
H -2.774 -9.253 1.479
C -4.879 -10.371 -2.855
C -5.721 -9.450 -2.000
O -4.912 -8.644 -1.126
C -4.332 -7.591 -1.697
O -4.448 -7.250 -2.846
O -3.603 -6.968 -0.771
C -2.869 -5.844 -1.262
H -4.223 -10.976 -2.230
H -5.522 -11.035 -3.433
H -4.261 -9.801 -3.548
H -6.361 -10.023 -1.331
H -6.354 -8.804 -2.608
H -3.519 -5.145 -1.785
H -2.071 -6.178 -1.924
H -2.433 -5.350 -0.398
*
```

---

5.
DFT (wB97M-V/def2-TZVPD) results for a cluster of 3 separate species, C18H40BIN4O9P2S in total.

```
! wB97M-V def2-TZVPD RIJCOSX def2/J DEFGRID3
* xyz 0 1
C 3.068 -1.043 -0.729
C 2.957 0.130 -1.819
C 1.436 0.524 -2.056
C 0.892 1.326 -0.811
C -0.675 1.128 -0.582
N -0.854 0.715 0.842
C -0.412 1.701 1.887
O 0.719 1.724 2.342
O -1.286 2.591 2.254
C -1.359 -0.433 1.152
N -1.500 -0.897 2.509
I -2.998 -0.079 3.637
C -1.488 -2.380 2.346
P -2.476 -3.412 3.573
S -1.759 -3.304 5.385
C -1.479 -2.789 0.771
C 0.075 -3.103 0.575
B 0.470 -3.530 -0.928
O -0.078 -2.921 -2.066
O 1.383 -4.605 -1.098
P -2.486 -4.248 0.232
O -1.756 -5.462 0.686
O -4.009 -4.283 0.874
O -2.670 -4.333 -1.419
N -1.834 -1.444 0.212
C -3.308 -1.157 0.248
C -4.010 -1.176 -1.136
N -4.779 -0.195 -1.409
H 3.517 -0.675 0.228
H 3.621 -1.931 -1.121
H 2.004 -1.302 -0.469
H 3.443 -0.258 -2.740
H 3.556 0.978 -1.410
H 1.441 1.125 -3.006
H 0.902 -0.455 -2.194
H 1.486 0.971 0.074
H 1.164 2.398 -0.973
H -1.075 0.351 -1.268
H -1.140 2.130 -0.755
H -0.440 -2.607 2.687
H -2.372 -4.771 3.142
H -3.842 -3.043 3.458
H 0.372 -3.954 1.243
H 0.648 -2.171 0.844
H 0.627 -2.682 -2.691
H 2.265 -4.352 -0.777
H -4.409 -5.110 0.535
H -2.479 -3.468 -1.830
H -3.873 -1.799 0.977
H -3.424 -0.106 0.633
H -3.940 -1.988 -1.900
H -5.203 -0.338 -2.331
C 5.701 -0.566 -6.165
C 5.550 0.622 -5.228
C 6.788 1.505 -5.251
O 5.322 0.155 -3.898
H 6.546 -1.193 -5.865
H 4.810 -1.197 -6.132
H 5.859 -0.240 -7.195
H 4.675 1.209 -5.518
H 7.669 0.947 -4.920
H 6.670 2.348 -4.567
H 6.978 1.893 -6.254
H 6.089 -0.366 -3.631
C -2.611 7.000 5.054
C -2.870 5.548 5.425
C -2.763 4.640 4.210
O -4.174 5.429 5.999
H -3.348 7.352 4.326
H -2.701 7.642 5.933
H -1.613 7.127 4.629
H -2.154 5.229 6.185
H -3.505 4.914 3.454
H -2.961 3.608 4.483
H -1.771 4.698 3.761
H -4.815 5.708 5.334
*
```

---

6.
DFT (wB97M-V/def2-TZVPD) results for the molecule C5H10O.

Its SMILES is CC/C=C/CO.

```
! wB97M-V def2-TZVPD RIJCOSX def2/J DEFGRID3
* xyz 0 1
C -1.884 -1.219 1.542
C -1.270 -1.304 0.140
C -0.274 -0.226 0.138
C -0.068 0.621 -0.897
C 1.254 1.175 -1.152
O 2.142 0.826 -0.016
H -2.596 -2.013 1.694
H -1.003 -1.486 2.192
H -2.372 -0.235 1.853
H -0.984 -2.373 -0.239
H -2.055 -1.006 -0.712
H 0.296 -0.064 1.074
H -0.856 1.335 -1.117
H 1.885 1.033 -2.116
H 1.162 2.312 -1.119
H 2.838 1.606 -0.006
*
```

---

Ordered strongest force on any atom results: 5.417; 1.821; 2.762; 0.836; 7.016; 4.457; unit eV/A.
Ordered calculated total energy results: -472.318650; -326.484530; -4396.497860; -6604.039575; -3009.502340; -271.611326; unit Eh.